The following is a quantum chemistry calculation of C14H26O2PtSi2 as an isolated structure, from the Open Molecules 2025 dataset.

Results
Spin multiplicity   1
Total charge   +2
Molecular weight   477.610 g mol⁻¹
HOMO energy   -0.5932 hartree
Frontier orbital gap   8.9 eV

Atoms and positions in Å:
Pt (0.5732, 0.4236, -0.2578)
C (3.5976, -0.9325, -1.6082)
Si (2.9216, -0.1700, -0.0671)
C (3.1284, -1.1126, 1.5019)
C (3.2054, 1.6356, 0.0383)
C (4.3845, 2.3597, 0.1439)
C (4.3685, 3.7449, 0.2194)
C (3.1610, 4.4154, 0.1784)
C (1.9635, 3.7163, 0.0548)
C (1.9740, 2.3056, -0.0107)
Si (0.0263, 2.6284, -0.0918)
C (-0.6191, 3.4011, -1.6329)
C (-0.7554, 3.1215, 1.4939)
H (4.6432, -0.6154, -1.6904)
H (3.0975, -0.5893, -2.5139)
H (3.5972, -2.0228, -1.5712)
H (4.2002, -1.2431, 1.6873)
H (2.6907, -2.1095, 1.4240)
H (2.7096, -0.5935, 2.3631)
H (5.3326, 1.8367, 0.1744)
H (5.2917, 4.3007, 0.3103)
H (3.1207, 5.4946, 0.2360)
H (1.0635, 4.3362, 0.0269)
H (-0.3211, 4.4519, -1.6689)
H (-1.7087, 3.3870, -1.6514)
H (-0.2251, 2.9286, -2.5319)
H (-0.6590, 4.2043, 1.6219)
H (-0.2795, 2.6459, 2.3504)
H (-1.8234, 2.8956, 1.4951)
C (-3.1653, 0.9202, -0.8497)
O (-2.0344, 0.2536, -0.2608)
C (-2.2944, -1.1464, -0.1991)
C (-1.1210, -1.8633, 0.4063)
O (0.0995, -1.5789, -0.3467)
C (0.1624, -2.2749, -1.6303)
H (-4.0828, 0.5946, -0.3594)
H (-3.2246, 0.7026, -1.9177)
H (-3.0523, 1.9884, -0.6986)
H (-2.4874, -1.5137, -1.2121)
H (-3.1796, -1.3368, 0.4140)
H (-1.2940, -2.9389, 0.3921)
H (-0.9117, -1.5420, 1.4257)
H (-0.2487, -3.2722, -1.4923)
H (1.2101, -2.3395, -1.9022)
H (-0.3939, -1.7316, -2.3904)

Atom charges from the Löwdin analysis, given in e for atoms 1 to 8: number 1, Pt, carries 0.8751; number 2, C, carries -0.1647; number 3, Si, carries 0.6031; number 4, C, carries -0.1603; number 5, C, carries -0.2895; number 6, C, carries -0.0258; number 7, C, carries -0.0109; number 8, C, carries -0.0006

The following is a quantum chemistry calculation of a 2-piece molecular cluster, C22H14BF6N4O6S overall at a distorted geometry, from the Open Molecules 2025 dataset.

Results
Spin multiplicity   1
Total charge   -1
Relative energy (zero: lowest compared OMol25 entry of this formula, charge and spin)   628.1 kJ/mol
Molecular weight   587.243 g mol⁻¹
HOMO energy   -0.0958 hartree
Frontier orbital gap   3.1 eV

Atoms and positions in Å:
N (-1.3606, -2.9680, 2.4864)
C (-0.7888, -2.5131, 1.5651)
C (-0.2222, -1.8787, 0.4473)
C (-0.7793, -0.4293, 0.2465)
C (-1.2188, -0.4910, -1.2551)
N (-2.5327, -0.8087, -1.5854)
O (-3.6101, -0.5948, -1.0685)
O (-2.4534, -1.7548, -2.6802)
N (-1.1622, -1.8027, -3.1737)
C (-0.4041, -1.1490, -2.1969)
C (0.8705, -1.6812, -1.7362)
N (2.0902, -1.7371, -2.4587)
O (2.1188, -1.4837, -3.6813)
O (3.1492, -2.0247, -1.8198)
C (0.7565, -2.2845, -0.4392)
H (-1.7566, -0.3204, 0.7934)
H (1.4682, -3.0804, -0.1536)
C (-2.1277, 3.8697, 0.3439)
C (-1.0932, 2.8237, 0.5516)
C (0.0710, 2.6970, -0.2377)
C (0.7577, 1.5263, -0.0721)
C (0.1186, 0.4816, 0.7795)
B (-2.0659, 0.4452, -3.7358)
C (1.0832, -0.0220, 1.9031)
C (0.7598, -0.0577, 3.2496)
C (1.5958, -0.7183, 4.1631)
C (1.2566, -0.8600, 5.6169)
F (1.3020, -2.1705, 6.0327)
F (2.1588, -0.1749, 6.3996)
F (0.0154, -0.3861, 5.9295)
C (2.8130, -1.2599, 3.7568)
C (3.1682, -1.1602, 2.4227)
C (4.4529, -1.7763, 1.9486)
F (4.2548, -3.0259, 1.4076)
F (5.0472, -1.0105, 0.9811)
F (5.3576, -1.9251, 2.9622)
C (2.3231, -0.5236, 1.5094)
O (-2.6180, 1.5519, -3.2093)
C (-3.2904, 2.1995, -4.3486)
C (-3.1026, 1.2322, -5.5195)
O (-2.3797, 0.0705, -4.9856)
S (-1.2074, 1.7205, 1.7966)
H (-1.6568, 4.8623, 0.2557)
H (-2.6789, 3.6719, -0.5897)
H (-2.8279, 3.8622, 1.1886)
H (0.3483, 3.5063, -0.9169)
H (1.7166, 1.3050, -0.5329)
H (-0.1703, 0.3667, 3.6444)
H (3.4624, -1.7511, 4.4601)
H (2.6172, -0.5269, 0.4519)
H (-4.3372, 2.3834, -4.1355)
H (-2.7926, 3.1507, -4.5275)
H (-4.0453, 0.9395, -5.9643)
H (-2.4514, 1.6849, -6.2696)

Atom charges from the Löwdin analysis, given in e for atoms 1 to 8: number 1, N, carries 0.1269; number 2, C, carries -0.2097; number 3, C, carries -0.1999; number 4, C, carries -0.2286; number 5, C, carries -0.0519; number 6, N, carries -0.2069; number 7, O, carries 0.0433; number 8, O, carries -0.0243

Among the records above, which one has the highest total charge?
C14H26O2PtSi2

Copy entry 2 word for word.
The following is a quantum chemistry calculation of a 2-piece molecular cluster, C22H14BF6N4O6S overall at a distorted geometry, from the Open Molecules 2025 dataset.

Results
Spin multiplicity   1
Total charge   -1
Relative energy (zero: lowest compared OMol25 entry of this formula, charge and spin)   628.1 kJ/mol
Molecular weight   587.243 g mol⁻¹
HOMO energy   -0.0958 hartree
Frontier orbital gap   3.1 eV

Atoms and positions in Å:
N (-1.3606, -2.9680, 2.4864)
C (-0.7888, -2.5131, 1.5651)
C (-0.2222, -1.8787, 0.4473)
C (-0.7793, -0.4293, 0.2465)
C (-1.2188, -0.4910, -1.2551)
N (-2.5327, -0.8087, -1.5854)
O (-3.6101, -0.5948, -1.0685)
O (-2.4534, -1.7548, -2.6802)
N (-1.1622, -1.8027, -3.1737)
C (-0.4041, -1.1490, -2.1969)
C (0.8705, -1.6812, -1.7362)
N (2.0902, -1.7371, -2.4587)
O (2.1188, -1.4837, -3.6813)
O (3.1492, -2.0247, -1.8198)
C (0.7565, -2.2845, -0.4392)
H (-1.7566, -0.3204, 0.7934)
H (1.4682, -3.0804, -0.1536)
C (-2.1277, 3.8697, 0.3439)
C (-1.0932, 2.8237, 0.5516)
C (0.0710, 2.6970, -0.2377)
C (0.7577, 1.5263, -0.0721)
C (0.1186, 0.4816, 0.7795)
B (-2.0659, 0.4452, -3.7358)
C (1.0832, -0.0220, 1.9031)
C (0.7598, -0.0577, 3.2496)
C (1.5958, -0.7183, 4.1631)
C (1.2566, -0.8600, 5.6169)
F (1.3020, -2.1705, 6.0327)
F (2.1588, -0.1749, 6.3996)
F (0.0154, -0.3861, 5.9295)
C (2.8130, -1.2599, 3.7568)
C (3.1682, -1.1602, 2.4227)
C (4.4529, -1.7763, 1.9486)
F (4.2548, -3.0259, 1.4076)
F (5.0472, -1.0105, 0.9811)
F (5.3576, -1.9251, 2.9622)
C (2.3231, -0.5236, 1.5094)
O (-2.6180, 1.5519, -3.2093)
C (-3.2904, 2.1995, -4.3486)
C (-3.1026, 1.2322, -5.5195)
O (-2.3797, 0.0705, -4.9856)
S (-1.2074, 1.7205, 1.7966)
H (-1.6568, 4.8623, 0.2557)
H (-2.6789, 3.6719, -0.5897)
H (-2.8279, 3.8622, 1.1886)
H (0.3483, 3.5063, -0.9169)
H (1.7166, 1.3050, -0.5329)
H (-0.1703, 0.3667, 3.6444)
H (3.4624, -1.7511, 4.4601)
H (2.6172, -0.5269, 0.4519)
H (-4.3372, 2.3834, -4.1355)
H (-2.7926, 3.1507, -4.5275)
H (-4.0453, 0.9395, -5.9643)
H (-2.4514, 1.6849, -6.2696)

Atom charges from the Löwdin analysis, given in e for atoms 1 to 8: number 1, N, carries 0.1269; number 2, C, carries -0.2097; number 3, C, carries -0.1999; number 4, C, carries -0.2286; number 5, C, carries -0.0519; number 6, N, carries -0.2069; number 7, O, carries 0.0433; number 8, O, carries -0.0243